# 1
{"formula": "C19H18ClNO4", "method": "ωB97M-V/def2-TZVPD", "symbols": ["O", "C", "C", "C", "C", "C", "Cl", "C", "C", "C", "C", "C", "C", "O", "C", "C", "O", "N", "C", "C", "O", "C", "C", "C", "C", "H", "H", "H", "H", "H", "H", "H", "H", "H", "H", "H", "H", "H", "H", "H", "H", "H", "H"], "positions_angstrom": [[3.239, -2.789, -0.337], [3.273, -1.603, -0.075], [4.557, -0.850, -0.081], [5.554, -1.235, -0.975], [6.770, -0.581, -1.002], [7.001, 0.454, -0.107], [8.519, 1.277, -0.129], [6.033, 0.831, 0.811], [4.813, 0.182, 0.820], [2.050, -0.841, 0.264], [0.987, -1.512, 0.864], [-0.184, -0.856, 1.191], [-0.316, 0.497, 0.893], [-1.414, 1.256, 1.161], [-2.500, 0.673, 1.853], [-3.267, -0.416, 1.089], [-3.488, -1.488, 1.619], [-3.656, -0.133, -0.169], [-3.595, 1.151, -0.825], [-5.010, 1.768, -0.848], [-6.010, 0.775, -0.795], [-5.662, -0.368, -1.538], [-4.476, -1.100, -0.881], [0.733, 1.170, 0.260], [1.903, 0.512, -0.046], [5.355, -2.051, -1.653], [7.537, -0.871, -1.703], [6.236, 1.626, 1.512], [4.064, 0.462, 1.546], [1.097, -2.563, 1.081], [-0.982, -1.406, 1.661], [-2.170, 0.229, 2.799], [-3.180, 1.502, 2.075], [-3.240, 0.983, -1.848], [-2.895, 1.817, -0.328], [-5.181, 2.398, 0.028], [-5.130, 2.381, -1.754], [-6.547, -1.005, -1.547], [-5.421, -0.087, -2.574], [-3.874, -1.616, -1.637], [-4.821, -1.829, -0.144], [0.602, 2.214, 0.020], [2.697, 1.042, -0.551]], "forces_ev_per_a": [[0.0, 0.1, 0.0], [0.0, -0.1, 0.0], [0.4, 0.0, 0.0], [-0.2, 0.0, 0.1], [0.1, 0.1, 0.0], [-0.3, -0.1, 0.0], [0.2, 0.1, 0.0], [0.2, 0.1, 0.0], [0.0, -0.2, -0.1], [-0.4, -0.1, 0.1], [0.3, 0.1, -0.1], [-0.3, 0.1, 0.1], [0.3, 0.0, -0.2], [0.2, 0.1, -0.1], [-0.1, -0.1, 0.3], [0.3, 0.2, 0.1], [0.0, -0.2, 0.3], [-0.1, -0.1, -0.2], [-0.2, 0.3, -0.1], [0.2, 0.1, -0.1], [-0.2, 0.0, 0.2], [0.1, -0.1, -0.1], [-0.2, -0.2, 0.1], [-0.3, 0.1, 0.1], [-0.1, -0.2, 0.0], [0.0, -0.1, 0.0], [0.1, 0.0, -0.1], [0.0, 0.1, 0.1], [-0.1, 0.1, 0.0], [0.0, -0.1, 0.0], [-0.1, 0.0, 0.1], [-0.1, 0.0, -0.2], [0.1, -0.1, 0.0], [0.0, 0.1, 0.1], [0.0, -0.1, -0.1], [0.1, 0.0, -0.1], [0.0, 0.0, 0.1], [0.1, 0.0, -0.1], [-0.1, 0.0, 0.1], [-0.1, 0.0, 0.0], [0.1, 0.1, -0.2], [0.0, 0.1, 0.0], [0.0, 0.1, 0.0]], "nbo_charge": [-0.5345, 0.5609, -0.1612, -0.1391, -0.2373, -0.0214, 0.0151, -0.2413, -0.1616, -0.2073, -0.1156, -0.3387, 0.4037, -0.5121, -0.1659, 0.6529, -0.6243, -0.4218, -0.2613, -0.0731, -0.5177, -0.0821, -0.2509, -0.2955, -0.1510, 0.2349, 0.2306, 0.2298, 0.2276, 0.2349, 0.2452, 0.2139, 0.2133, 0.1978, 0.2422, 0.1879, 0.1683, 0.2065, 0.1583, 0.1963, 0.2448, 0.2242, 0.2247], "lumo_ev": 0.0, "smiles": "O=C(c1ccc(Cl)cc1)c1ccc(OCC(=O)N2CCOCC2)cc1", "fmax_ha_per_bohr": 0.0089, "energy_ha": -1550.72508, "total_charge": 0, "homo_energy_ev": -8.98}

***

# 2
{"formula": "C48H57ClFN3SbSc", "method": "ωB97M-V/def2-TZVPD", "symbols": ["Sc", "C", "C", "C", "C", "C", "C", "C", "C", "C", "C", "C", "C", "C", "C", "C", "C", "C", "H", "H", "H", "H", "H", "H", "H", "H", "H", "H", "H", "H", "H", "H", "H", "H", "H", "H", "H", "H", "H", "H", "H", "H", "H", "H", "H", "H", "H", "C", "C", "C", "C", "C", "C", "N", "Sb", "C", "C", "C", "C", "C", "C", "N", "C", "C", "C", "C", "C", "C", "N", "H", "H", "H", "H", "H", "H", "H", "H", "H", "H", "H", "H", "H", "H", "H", "H", "H", "H", "F", "C", "C", "C", "C", "C", "C", "H", "H", "H", "H", "Cl", "C", "C", "C", "C", "C", "C", "C", "H", "H", "H", "H", "H", "H"], "positions_angstrom": [[-0.755, 0.116, 0.097], [-0.205, 0.976, 2.573], [0.098, -0.381, 2.869], [1.208, -0.740, 2.033], [1.504, 0.403, 1.239], [0.717, 1.507, 1.646], [1.288, 2.930, 1.769], [2.491, 3.157, 0.853], [1.809, 3.025, 3.218], [0.287, 4.061, 1.551], [2.254, -1.866, 2.130], [3.339, -1.691, 1.063], [2.960, -1.733, 3.489], [1.741, -3.296, 1.934], [-0.600, -0.985, 4.105], [-0.065, -0.235, 5.340], [-2.117, -0.750, 4.012], [-0.425, -2.483, 4.378], [-0.915, 1.575, 3.126], [2.378, 0.501, 0.615], [3.284, 2.433, 1.047], [2.900, 4.153, 1.038], [2.219, 3.104, -0.197], [2.477, 2.189, 3.441], [0.987, 2.999, 3.934], [2.360, 3.959, 3.361], [-0.029, 4.122, 0.511], [0.752, 5.012, 1.823], [-0.600, 3.938, 2.177], [3.887, -0.756, 1.181], [2.910, -1.728, 0.062], [4.059, -2.508, 1.151], [3.436, -0.753, 3.568], [3.733, -2.500, 3.584], [2.278, -1.835, 4.328], [1.290, -3.400, 0.946], [1.022, -3.597, 2.688], [2.585, -3.989, 1.988], [-0.207, 0.841, 5.241], [1.002, -0.417, 5.480], [-0.590, -0.570, 6.238], [-2.376, 0.309, 3.992], [-2.611, -1.194, 4.879], [-2.526, -1.210, 3.112], [0.609, -2.770, 4.550], [-0.832, -3.100, 3.580], [-0.979, -2.727, 5.287], [4.780, 0.995, -1.412], [4.356, -0.428, -1.638], [5.170, -1.499, -1.276], [4.725, -2.788, -1.499], [3.489, -2.976, -2.100], [2.740, -1.854, -2.440], [3.164, -0.613, -2.207], [1.003, -2.149, -3.688], [-0.607, -2.733, -2.337], [-1.449, -3.614, -3.006], [-2.380, -4.355, -2.297], [-2.383, -4.238, -0.927], [-1.524, -3.332, -0.308], [-1.561, -3.249, 1.184], [-0.680, -2.544, -1.000], [0.684, -0.092, -4.196], [0.543, 0.161, -5.554], [0.511, 1.481, -5.985], [0.643, 2.478, -5.044], [0.754, 2.141, -3.695], [0.898, 3.208, -2.659], [0.751, 0.873, -3.276], [5.243, 1.122, -0.432], [3.912, 1.648, -1.493], [5.510, 1.300, -2.165], [6.137, -1.315, -0.824], [5.335, -3.637, -1.218], [3.113, -3.971, -2.305], [-1.359, -3.729, -4.078], [-3.063, -5.027, -2.802], [-3.053, -4.827, -0.315], [-1.053, -4.120, 1.598], [-2.589, -3.257, 1.546], [-1.062, -2.354, 1.545], [0.468, -0.659, -6.257], [0.399, 1.718, -7.035], [0.648, 3.520, -5.336], [0.222, 4.043, -2.850], [1.922, 3.591, -2.650], [0.664, 2.784, -1.690], [-4.009, 4.859, -2.684], [-3.268, 3.870, -2.129], [-2.876, 2.805, -2.916], [-2.115, 1.803, -2.334], [-1.708, 1.831, -0.990], [-2.183, 2.914, -0.245], [-2.950, 3.940, -0.791], [-3.180, 2.759, -3.954], [-1.859, 0.957, -2.965], [-1.986, 2.961, 0.818], [-3.310, 4.764, -0.189], [-4.877, 1.713, 1.120], [-4.795, 0.870, -0.409], [-5.648, 1.291, -1.415], [-5.661, 0.633, -2.635], [-4.818, -0.454, -2.822], [-3.966, -0.853, -1.807], [-3.904, -0.197, -0.570], [-2.945, -0.645, 0.468], [-6.303, 2.133, -1.233], [-6.325, 0.964, -3.423], [-4.821, -0.991, -3.763], [-3.305, -1.699, -1.967], [-2.977, -1.733, 0.482], [-3.267, -0.293, 1.448]], "forces_ev_per_a": [[-0.3, -0.3, 0.7], [-0.1, 0.1, -0.3], [-0.2, 0.0, -0.3], [-0.1, -0.1, -0.2], [0.3, 0.2, 0.2], [0.1, 0.1, 0.1], [0.0, 0.0, -0.1], [0.0, 0.0, 0.0], [0.0, 0.0, 0.0], [0.0, 0.0, 0.0], [0.0, -0.1, 0.0], [-0.2, 0.1, 0.2], [0.0, 0.0, 0.0], [-0.1, 0.0, 0.0], [0.0, -0.1, 0.0], [0.0, 0.0, 0.0], [0.0, 0.0, 0.0], [0.0, 0.0, 0.0], [-0.1, 0.0, 0.0], [-0.1, 0.0, -0.1], [0.0, 0.0, 0.0], [0.0, 0.0, 0.0], [0.0, -0.1, -0.2], [0.0, 0.0, 0.0], [0.0, 0.0, 0.0], [0.0, 0.0, 0.0], [0.0, 0.0, 0.0], [0.0, 0.0, 0.0], [0.0, 0.0, 0.0], [0.0, 0.0, 0.0], [0.0, 0.0, 0.2], [0.0, 0.0, 0.0], [0.0, 0.0, 0.0], [0.0, 0.0, 0.0], [0.0, 0.0, 0.0], [-0.1, 0.0, -0.1], [-0.1, 0.0, 0.0], [0.0, 0.0, 0.0], [0.0, 0.0, 0.0], [0.0, 0.0, 0.0], [0.0, 0.0, 0.0], [0.0, 0.0, 0.0], [0.0, 0.0, 0.0], [0.0, 0.0, 0.1], [0.0, 0.0, 0.0], [0.0, 0.0, 0.0], [0.0, 0.0, 0.0], [0.0, 0.0, 0.0], [0.0, 0.0, 0.0], [0.1, 0.0, -0.2], [0.1, 0.0, -0.2], [0.0, 0.0, 0.0], [0.0, -0.1, 0.0], [0.0, 0.0, -0.1], [0.1, 0.1, 0.0], [0.2, 0.0, 0.0], [0.0, 0.1, 0.0], [0.0, 0.0, 0.0], [0.0, -0.1, 0.0], [-0.1, 0.1, -0.1], [0.2, -0.2, 0.1], [-0.1, 0.2, 0.0], [0.0, 0.0, 0.0], [0.0, 0.0, 0.1], [0.0, 0.0, 0.0], [0.0, 0.0, -0.1], [0.0, -0.1, 0.1], [0.0, 0.0, 0.0], [0.0, 0.0, 0.0], [0.0, 0.0, 0.0], [0.0, 0.0, 0.0], [0.0, 0.0, 0.0], [0.0, 0.0, 0.0], [0.0, 0.0, 0.0], [0.0, 0.0, 0.0], [0.0, 0.0, 0.0], [0.0, 0.0, 0.0], [0.0, 0.0, 0.0], [0.1, 0.0, 0.0], [0.1, -0.1, 0.1], [0.0, 0.0, 0.0], [0.0, 0.0, 0.0], [0.0, 0.0, 0.0], [0.0, 0.0, 0.0], [0.0, 0.0, 0.0], [0.0, 0.0, 0.0], [0.0, 0.0, 0.1], [0.0, 0.0, 0.0], [0.1, 0.0, 0.1], [0.0, 0.0, 0.0], [0.1, 0.0, 0.0], [0.2, -0.2, 0.1], [0.0, 0.0, 0.0], [0.0, 0.0, 0.0], [0.0, 0.0, 0.0], [0.1, 0.0, 0.0], [0.0, 0.0, 0.0], [0.0, 0.0, 0.0], [0.0, 0.0, 0.0], [0.0, 0.0, 0.0], [0.0, 0.0, 0.0], [0.0, 0.0, 0.0], [0.0, 0.0, 0.0], [0.0, 0.0, 0.0], [0.0, 0.0, 0.1], [0.2, 0.3, -0.1], [0.0, 0.0, 0.0], [0.0, 0.0, 0.0], [0.0, 0.0, 0.0], [0.0, 0.0, 0.0], [-0.1, 0.3, 0.0], [0.0, 0.0, 0.0]], "mulliken_charge": [-1.1106, -1.2619, 1.2875, 1.6922, -1.0681, 0.7418, 1.7836, -1.5766, -1.5924, -1.8056, 2.4347, -2.7517, -1.8069, -1.7385, 1.7340, -1.6865, -1.6028, -1.7375, 0.5394, -0.1296, 0.3174, 0.4917, 0.0208, 0.1880, 0.2766, 0.4559, 0.1169, 0.6057, 0.2301, 0.4421, 0.2052, 0.7413, 0.2461, 0.4744, 0.2671, -0.0162, 0.2533, 0.6476, 0.2338, 0.2795, 0.4834, 0.2873, 0.5807, 0.1703, 0.2353, 0.1395, 0.6079, -1.2465, 0.6863, -0.5734, -0.7052, -0.5614, 0.0250, 0.1678, 0.6749, -0.1928, -0.7911, -1.0436, -0.9485, 0.0062, -1.2128, 1.1442, 0.0481, -0.9703, -0.6412, -0.9515, 0.3951, -0.4634, 0.7621, 0.3741, -0.0546, 0.4669, 0.4463, 0.4609, 0.4619, 0.4664, 0.4097, 0.5202, 0.7784, 0.7063, -0.2487, 0.4505, 0.4039, 0.5211, 0.4838, 0.5837, -0.7656, -0.4445, -0.0266, -1.0743, 0.0659, 1.9838, -0.7663, -0.9063, 0.4856, 0.3877, 0.8270, 0.4459, -0.2391, 1.0173, -0.6996, -0.5652, -0.8560, 0.2593, -0.5007, -1.0313, 0.4493, 0.3913, 0.3685, 0.2600, 0.0375, 0.7312], "lumo_ev": 0.0, "fmax_ha_per_bohr": 0.0152, "energy_ha": -3588.50307, "total_charge": 0, "homo_energy_ev": -7.27}